Record 1
C11H25ClCrI2N3OP2 as an isolated structure, computed with ωB97M-V/def2-TZVPD.

Computed properties:
spin multiplicity = 4
orbital gap (spin up / spin down) = 4.5048 / 5.6917 eV
total charge = +2
HOMO (spin up / spin down) = -13.27 / -13.27 eV
relative energy (zero: lowest compared OMol25 entry of this formula, charge and spin) = 0.0 kcal per mole
⟨S²⟩ = 3.832

Each line ends with the Löwdin spin population.
Positions of all 46 atoms, in Å:
I1 0.01370 -1.78990 -6.26070  0.00
I2 0.01370 0.87700 -6.55560  0.00
Cr1 0.00000 0.00000 0.00000  3.11
Cl1 -0.00740 0.27970 2.36940  -0.04
P1 -2.31360 0.02120 0.13690  -0.02
P2 2.31270 0.00900 0.15360  -0.01
O1 -0.62930 -2.01960 -1.72730  0.01
N1 -0.79220 -4.04990 -0.76090  0.00
N2 -0.07850 -2.07530 0.43990  -0.04
N3 0.47670 -2.52700 2.91590  0.01
C1 3.27090 -0.17380 -1.39730  0.00
C2 -1.31210 -4.72530 -1.95760  0.00
C3 -3.26130 -0.15960 -1.42080  -0.01
C4 -0.49580 -2.69340 -0.72290  0.00
C5 -2.99870 -1.29760 1.20770  0.00
C6 0.07040 -2.90130 1.58660  0.00
C7 -2.99460 1.55360 0.87410  0.00
C8 2.99600 1.53650 0.89890  0.00
C9 -0.64860 -4.81730 0.34040  0.00
C10 -0.21200 -4.26510 1.50620  0.00
C11 2.98320 -1.31520 1.22710  0.00
H1 0.84670 -1.66050 3.27870  0.00
H2 2.73920 -2.28850 0.79310  0.00
H3 -4.08070 1.48380 0.99850  0.00
H4 -2.75780 -2.27290 0.77630  0.00
H5 2.49850 -1.23700 2.20370  0.00
H6 3.00700 -1.12040 -1.87680  0.00
H7 -0.88380 -5.87690 0.32890  0.00
H8 -2.99520 0.65230 -2.10310  0.00
H9 -0.62870 -5.55150 -2.24370  0.00
H10 4.08040 1.46010 1.03340  0.00
H11 -4.08490 -1.19900 1.31100  0.00
H12 4.34760 -0.15390 -1.19910  0.00
H13 -2.51440 1.70460 1.84440  0.00
H14 -2.31280 -5.15470 -1.72730  0.00
H15 -2.51980 -1.22100 2.18720  0.00
H16 2.76500 2.38710 0.25210  0.00
H17 -2.75240 2.40210 0.22860  0.00
H18 2.50760 1.68940 1.86470  0.00
H19 4.06920 -1.22310 1.33740  0.00
H20 -1.42220 -4.03330 -2.81400  0.00
H21 -2.99670 -1.10720 -1.89800  0.00
H22 -0.11120 -4.91300 2.37320  0.00
H23 0.49140 -3.23650 3.66220  0.00
H24 -4.33930 -0.13650 -1.23030  0.00
H25 3.01200 0.63920 -2.08110  0.00

Forces on the atoms, in the same order (eV/Å):
I 0.01 0.38 -0.02
I 0.00 -0.39 0.08
Cr -0.36 -2.40 2.05
Cl -0.10 0.90 -1.85
P -3.18 0.26 0.09
P 3.15 0.17 0.05
O 0.19 1.52 -0.41
N -0.04 -0.45 0.35
N 0.53 -1.36 2.17
N -0.68 -1.04 -2.27
C -0.43 -0.06 -0.05
C -0.52 -0.36 -1.05
C 0.39 -0.09 -0.07
C -0.04 -0.62 0.16
C 0.48 0.01 -0.03
C 0.96 2.14 2.51
C 0.49 -0.07 0.01
C -0.50 -0.04 -0.02
C 0.38 0.76 0.97
C -0.40 -1.08 -0.37
C -0.45 0.04 -0.05
H -0.43 0.21 -0.91
H 0.13 0.07 0.07
H 0.22 -0.08 -0.09
H -0.17 0.06 0.07
H 0.36 0.00 -0.20
H 0.08 0.08 -0.01
H -0.07 0.16 -0.51
H -0.10 -0.08 0.02
H -0.37 0.59 0.19
H -0.22 -0.09 -0.10
H 0.24 0.09 -0.11
H -0.21 0.02 0.07
H -0.16 0.06 -0.07
H 0.70 0.33 -0.11
H -0.14 -0.05 -0.04
H 0.11 -0.02 0.09
H -0.11 -0.02 0.08
H 0.15 0.07 -0.07
H -0.23 0.10 -0.11
H 0.22 -0.28 0.70
H -0.05 0.16 0.02
H 0.05 0.30 -0.17
H -0.22 0.09 -1.16
H 0.21 0.07 0.10
H 0.10 -0.08 0.02

Record 2
C11H25ClNO2P2Ti as an isolated structure, computed with ωB97M-V/def2-TZVPD.

Computed properties:
spin multiplicity = 2
orbital gap (spin up / spin down) = 6.8499 / 6.8799 eV
total charge = 0
HOMO (spin up / spin down) = -6.81 / -6.81 eV
⟨S²⟩ = 0.754

Each line ends with the Löwdin spin population.
Positions of all 43 atoms, in Å:
Ti1 0.04801 0.00748 0.15226  0.88
Cl1 -0.07129 -1.18505 2.11677  0.00
P1 -2.27053 -0.84607 -0.67651  0.01
P2 2.04564 1.25713 0.30116  0.03
O1 -0.92668 -3.45078 -3.74076  0.00
O2 0.59347 -4.60221 -0.67804  0.00
N1 0.07355 0.79884 -1.86934  0.00
C1 0.85936 1.83518 -2.17074  0.00
C2 1.69466 2.43538 -1.07124  0.00
C3 -1.92591 -0.43554 -2.36388  0.01
C4 0.84801 2.42763 -3.42156  0.00
C5 2.40819 2.28375 1.75113  0.00
C6 0.03044 1.88337 -4.41807  0.00
C7 3.64389 0.56266 -0.21172  0.01
C8 -0.78206 0.81549 -4.12758  0.00
C9 -0.83993 0.30702 -2.80599  0.00
C10 -3.69473 0.24961 -0.44520  0.00
C11 -2.83844 -2.54431 -0.34687  0.00
H1 -0.07580 -4.22234 -0.01420  0.00
H2 -3.98670 0.32357 0.60689  0.00
H3 3.95911 -0.19537 0.52204  0.00
H4 2.52972 1.61686 2.62100  0.00
H5 -2.45734 -1.02255 -3.14145  0.00
H6 -0.80802 1.25501 0.75755  0.01
H7 3.53396 0.08255 -1.19505  0.00
H8 -1.40931 0.32258 -4.85943  0.00
H9 4.37686 1.38394 -0.26337  0.00
H10 -4.48153 -0.18502 -1.07146  0.00
H11 3.33035 2.86117 1.57143  0.00
H12 0.02299 -3.25830 -3.96973  0.00
H13 0.04751 2.30439 -5.40239  0.00
H14 0.30980 -4.16193 -1.47295  0.00
H15 1.74068 -1.02676 -0.37867  0.01
H16 -3.68345 -2.73170 -1.02536  0.00
H17 -2.02308 -3.27002 -0.51201  0.00
H18 1.20068 3.30711 -0.61090  0.00
H19 1.01674 -1.26947 -0.23367  0.04
H20 -3.15524 -2.60263 0.71089  0.00
H21 1.42350 3.32951 -3.56806  0.00
H22 -1.11563 -2.61270 -3.33604  0.00
H23 2.67012 2.78647 -1.43735  0.00
H24 1.55596 2.95632 1.93628  0.00
H25 -3.40671 1.23276 -0.83292  0.00

Forces on the atoms, in the same order (eV/Å):
Ti -3.07 0.11 0.88
Cl 0.29 0.00 -0.11
P 1.79 1.46 0.28
P 0.66 1.43 -0.09
O 2.14 -0.07 -0.44
O -1.52 0.89 2.03
N -0.20 -0.92 0.61
C 0.11 1.10 -1.09
C 0.63 0.31 0.52
C 0.06 -2.48 -1.34
C 0.40 0.15 1.10
C 0.26 0.11 0.09
C -0.57 -1.06 0.19
C 0.28 0.04 0.24
C 0.80 0.26 -0.76
C -0.65 0.57 1.42
C -0.30 -0.39 0.32
C -0.20 0.06 -0.34
H 1.64 -0.97 -1.18
H -0.16 0.00 -0.20
H 0.05 0.26 -0.27
H 0.01 0.34 -0.30
H -0.09 0.84 0.26
H -0.42 1.19 0.23
H 0.09 0.20 0.24
H -0.04 0.29 -0.10
H -0.05 -0.45 -0.06
H -0.26 0.35 0.21
H -0.33 -0.12 0.26
H -1.23 -0.76 -0.03
H -0.07 0.13 -0.42
H -0.15 0.11 -0.88
H -0.84 -0.30 0.08
H 0.16 -0.38 0.32
H -0.47 0.35 -0.05
H -0.08 -0.32 -0.23
H 2.01 -2.74 -1.20
H 0.09 0.05 -0.54
H 0.11 -0.06 -0.18
H -0.82 0.94 0.60
H -0.31 0.05 -0.17
H 0.32 -0.29 -0.07
H -0.07 -0.29 0.16

Record 3
A 2-piece molecular cluster, C11H25N4O overall, computed with ωB97M-V/def2-TZVPD.

Computed properties:
orbital gap = 6.2139 eV
total charge = +1
HOMO = -11.48 eV

Each line ends with the natural charge from an NBO analysis.
Positions of all 41 atoms, in Å:
O1 -4.25905 -2.66569 -1.26294  -0.54
N1 2.79490 0.18769 1.26317  -0.48
N2 2.19315 2.65428 1.34685  -0.51
N3 4.21510 1.91629 0.35604  -0.97
N4 -2.29057 -1.12287 0.16210  -0.85
C1 1.14144 0.54397 -0.66656  -0.23
C2 -2.26500 -0.31704 -2.13950  -0.61
C3 1.95756 2.55291 2.82705  -0.25
C4 -5.05459 -1.89665 -2.15084  -0.25
C5 1.61749 1.01080 -1.92131  -0.40
C6 -2.04643 -1.52316 -1.23061  -0.08
C7 1.48734 1.13222 3.29721  -0.45
C8 2.26381 -0.07160 2.63474  -0.23
C9 -2.88821 -2.75340 -1.61901  -0.08
C10 3.04857 1.57446 0.99785  0.91
C11 1.99943 -0.45940 0.18482  -0.27
H1 0.11545 0.91457 -0.37796  0.25
H2 -2.27585 -0.61494 -3.19050  0.21
H3 -2.04214 -1.89667 0.77365  0.35
H4 2.74514 -0.93463 -0.52613  0.23
H5 1.12854 3.28533 3.07117  0.24
H6 1.33765 -1.29528 0.53132  0.24
H7 1.70058 1.08478 4.40891  0.25
H8 -6.08225 -2.25399 -2.07192  0.20
H9 2.85431 2.91023 3.42070  0.21
H10 3.12853 -0.35849 3.30775  0.22
H11 -3.19546 0.20950 -1.92469  0.21
H12 1.57536 -0.96660 2.66104  0.24
H13 -0.99211 -1.80980 -1.32285  0.18
H14 0.36625 1.00566 3.21948  0.24
H15 -2.49821 -3.61611 -1.07053  0.19
H16 5.07139 2.16406 0.84087  0.45
H17 1.72922 2.11707 -2.07878  0.21
H18 4.17622 1.98805 -0.66045  0.45
H19 -5.04782 -0.84553 -1.85366  0.16
H20 -3.29791 -1.03253 0.28225  0.37
H21 -2.78432 -2.98959 -2.68538  0.17
H22 1.86470 0.25935 -2.72376  0.23
H23 -1.45740 0.40608 -2.00906  0.20
H24 -4.72973 -2.00293 -3.18979  0.17
H25 2.69489 3.50958 1.08926  0.42

Forces on the atoms, in the same order (eV/Å):
O 0.34 0.03 -0.22
N -1.33 2.13 1.05
N 3.78 -3.51 1.15
N -0.53 0.03 -1.59
N 0.20 -0.13 0.06
C 0.85 0.77 -1.76
C 0.13 0.10 -0.13
C -2.11 0.85 1.64
C -0.23 -0.02 0.25
C -0.40 -0.86 1.91
C -0.43 0.15 -0.05
C 0.03 -0.12 0.52
C -0.51 -0.03 1.61
C 0.03 -0.18 0.13
C -1.43 0.72 0.02
C -0.79 -1.69 -3.34
H 1.71 0.41 0.91
H -0.01 0.02 0.04
H 0.01 0.03 -0.01
H -0.89 0.52 0.69
H 0.97 -0.84 -0.23
H 0.93 0.86 0.54
H -0.27 0.11 -1.23
H 0.09 -0.06 0.02
H -0.75 -0.52 -1.01
H -0.75 0.44 -0.97
H 0.01 -0.12 0.03
H 0.88 1.00 -0.44
H -0.04 -0.12 0.03
H 1.31 0.27 -0.34
H -0.09 0.03 0.05
H -0.44 -0.12 -0.01
H -1.64 -1.14 -0.76
H 0.36 -0.18 0.38
H -0.01 0.05 -0.21
H 0.08 0.10 -0.02
H -0.01 0.13 -0.04
H 1.29 1.01 1.19
H -0.04 -0.03 0.00
H 0.07 0.04 0.03
H -0.35 -0.15 0.10

Strongest force on any atom per entry: 0.0669, 0.0700, 0.1028 hartree/bohr